DFT (the ωB97M-V functional and the def2-TZVPD basis) results for a cluster of 2 separate species, C5H16N2O in total.

Element x y z (Å)
C 0.2630 -2.8224 -1.2053
C 0.6727 -1.4284 -0.7002
C 0.9543 -0.4522 -1.8523
C -0.4220 -0.8736 0.2276
N 0.1192 -0.1865 1.4045
C -0.8550 0.6188 2.1212
N -0.9200 0.3229 3.5664
H -0.8189 -2.8420 -1.2422
H 0.6851 -3.0130 -2.1888
H 0.5709 -3.6068 -0.5192
H 1.5297 -1.4959 -0.0320
H 1.2676 -1.0438 -2.7137
H 1.7837 0.2396 -1.6738
H 0.0745 0.1301 -2.1347
H -1.1154 -0.2079 -0.3089
H -1.1209 -1.6438 0.5662
H 0.8963 0.4074 1.1033
H -1.8413 0.3527 1.7424
H -0.7727 1.7087 2.0579
H -0.9362 -0.6891 3.6559
H -0.0308 0.5747 3.9942
O -0.1603 4.9922 -1.7630
H -0.5827 5.6348 -2.3476
H 0.7593 5.3234 -1.7578

Computed properties:
Energy relative to the best compared isomer or geometry (same formula, charge and spin): 88.5 kJ/mol

=====

DFT (the ωB97M-V functional and the def2-TZVPD basis) results for a structure of composition C17H31BeCl3O2P2.

Element x y z (Å)
P -3.3360 2.8585 -0.7498
P -2.0665 4.2058 -3.6798
C -3.6913 4.5185 -1.4565
C -3.6683 4.6081 -2.9728
H -2.9918 5.2414 -1.0145
H -4.6953 4.7667 -1.0972
H -4.4149 3.9600 -3.4395
H -3.9286 5.6200 -3.3006
C -1.4268 5.7722 -4.3471
H -0.4238 5.6445 -4.7807
H -1.4518 6.6146 -3.6432
H -2.0819 6.0595 -5.1857
C -2.4521 3.4337 -5.2784
H -2.5513 4.2393 -6.0151
H -3.4450 2.9852 -5.2192
H -1.6880 2.7411 -5.6469
C -3.6736 3.3024 1.0012
H -3.7197 2.4008 1.6372
H -4.6577 3.7967 0.9884
H -2.9088 4.0156 1.3506
C -4.8597 2.0608 -1.3008
H -4.8127 1.8711 -2.3745
H -5.6876 2.7392 -1.0964
H -4.9888 1.1369 -0.7382
Be -1.4663 1.9778 1.1665
C -0.1500 -0.0166 -4.2025
C 0.6705 1.0214 -4.4501
C 0.7481 2.3514 -3.7759
C 0.1071 2.3341 -2.4090
C -1.2888 3.0792 -2.5565
C -2.2200 1.9334 -2.1801
C -2.4893 0.8932 -3.2542
C -1.3353 -0.1910 -3.2632
C -0.8106 3.0441 2.2853
H 0.0681 -0.9249 -4.7880
H 1.3568 0.9873 -5.2955
H 0.1230 3.0429 -4.3835
H 1.7649 2.8091 -3.7281
H 0.0024 1.3330 -1.9785
H 0.6710 2.8183 -1.5974
H -1.1229 3.7542 -1.6679
H -1.7223 1.3470 -1.4095
H -2.5091 1.4166 -4.2218
H -3.4462 0.3485 -3.0877
H -0.9655 -0.4009 -2.2295
H -1.7448 -1.1842 -3.5677
H -1.5207 2.9360 3.1192
H -0.7429 4.0871 1.9862
H 0.1830 2.6617 2.5471
Cl 1.5967 -2.1642 1.4588
C 0.7370 -1.1444 0.2925
Cl 1.8032 -0.6851 -1.0773
Cl -0.6984 -2.0363 -0.2803
C 0.2997 0.2338 0.9503
O 1.0168 0.6988 1.8140
O -0.8090 0.8109 0.4719

Computed properties:
Energy relative to the best compared isomer or geometry (same formula, charge and spin): 412.3 kJ/mol

=====

DFT (the ωB97M-V functional and the def2-TZVPD basis) results for a structure of composition C42H57BaBrN10O4SSi2.

Element x y z (Å)
Ba -0.4490 -1.1224 0.1268
N 0.5517 -7.8610 -3.6460
C 0.0858 -7.2190 -2.4813
C -0.1295 -7.9455 -1.3106
C -0.6092 -7.3175 -0.1729
C -0.8782 -5.9559 -0.1880
C -0.6829 -5.2325 -1.3572
C -0.2078 -5.8600 -2.4975
S -1.3780 -5.1603 1.3276
O -2.2786 -6.0612 2.0088
O -0.1468 -4.8479 2.0166
N -1.9910 -3.7877 0.8206
C -3.2737 -3.4753 0.6254
N -3.4665 -2.1680 0.2350
C -4.7071 -1.7564 0.0548
C -5.8200 -2.5673 0.2218
C -5.5271 -3.8891 0.5691
N -4.3058 -4.3402 0.7607
H 1.1396 -8.6557 -3.4434
H 1.0277 -7.2254 -4.2699
H 0.0830 -9.0093 -1.2940
H -0.7769 -7.8783 0.7375
H -0.8865 -4.1698 -1.3718
H -0.0453 -5.2860 -3.4046
H -4.8215 -0.7143 -0.2424
H -6.8304 -2.2165 0.0747
H -6.3219 -4.6213 0.6907
N -2.7772 -1.0968 -2.9368
C -1.7182 -1.6816 -3.5441
N -1.8417 -1.9536 -4.8489
C -0.7796 -2.5556 -5.3701
N -0.8545 -2.9098 -6.6940
N 0.3411 -2.8858 -4.7275
C 0.3573 -2.5306 -3.4377
N -0.6356 -1.9257 -2.7982
C 1.5998 -2.7944 -2.6595
C 2.7490 -3.2641 -3.2842
C 3.8893 -3.4192 -2.5125
C 3.8367 -3.1011 -1.1656
C 2.6396 -2.6418 -0.6324
N 1.5462 -2.4825 -1.3693
H -3.6491 -1.1429 -3.4339
H -2.8183 -1.1494 -1.9298
H -1.5388 -2.4012 -7.2275
H 0.0365 -3.0661 -7.1334
H 2.7311 -3.4771 -4.3426
H 4.8110 -3.7722 -2.9593
H 4.7045 -3.1933 -0.5267
H 2.5769 -2.3596 0.4159
O 0.8763 0.2516 -0.8570
O -1.8200 -0.8887 2.9263
H -1.7805 -1.8436 3.0633
H -2.7213 -0.7064 2.6451
C 2.1506 -1.0650 7.1898
C 3.3659 -1.1060 6.5166
C 3.4310 -0.8960 5.1472
C 2.2910 -0.5734 4.3778
C 1.0714 -0.5330 5.0937
C 0.9997 -0.7937 6.4482
Si 2.3139 -0.1778 2.5664
C 3.7871 0.5169 1.6936
C 5.0787 0.6622 2.2510
C 6.1151 1.2621 1.5499
C 5.9328 1.6998 0.2407
C 4.6791 1.5077 -0.3479
C 3.6275 0.9414 0.3476
H 2.0969 -1.2486 8.2565
H 4.2765 -1.3381 7.0611
H 4.3901 -1.0093 4.6584
H 0.1648 -0.2732 4.5576
H 0.0346 -0.7586 6.9440
H 1.2338 -0.6852 1.7201
H 5.2809 0.3200 3.2582
H 7.0839 1.3734 2.0292
H 6.7458 2.1595 -0.3112
H 4.5179 1.8099 -1.3790
H 2.6523 0.7553 -0.1512
C 1.1738 5.5486 -0.8640
C 0.7306 4.1420 -0.4128
C 1.0719 3.1394 -1.5144
C 1.5750 3.7373 0.8064
Si -1.1132 4.1315 0.0476
Br -1.8532 1.9962 0.2653
C -2.2802 4.8807 -1.3191
C -2.2442 6.4172 -1.2909
C -1.8304 4.4219 -2.7118
C -3.7428 4.4310 -1.1803
C -1.4721 4.8751 1.8029
C -2.9708 5.0956 2.0441
C -0.7629 6.2276 1.9820
C -0.9932 3.9253 2.9149
H 2.2567 5.5189 -1.0232
H 0.9705 6.3344 -0.1311
H 0.7160 5.8409 -1.8120
H 2.1505 3.2377 -1.7063
H 0.5624 3.3591 -2.4564
H 0.9139 2.0528 -1.2588
H 2.6213 3.6563 0.4928
H 1.3040 2.7503 1.1948
H 1.5310 4.4696 1.6150
H -1.2309 6.8104 -1.3823
H -2.6818 6.8245 -0.3784
H -2.8277 6.8062 -2.1350
H -0.8546 4.8209 -2.9840
H -2.5579 4.7800 -3.4518
H -1.7767 3.3340 -2.7842
H -4.1944 4.7118 -0.2330
H -3.8334 3.3505 -1.2865
H -4.3308 4.8993 -1.9804
H -3.3931 5.8722 1.4056
H -3.1170 5.4122 3.0839
H -3.5394 4.1754 1.8965
H -1.0429 6.9553 1.2168
H 0.3211 6.1237 1.9672
H -1.0399 6.6491 2.9563
H -1.5287 2.9771 2.8878
H -1.1911 4.3971 3.8851
H 0.0686 3.6955 2.8635

Computed properties:
Energy relative to the best compared isomer or geometry (same formula, charge and spin): 56.8 kJ/mol
Net charge: -2

=====

DFT (the ωB97M-V functional and the def2-TZVPD basis) results for a structure of composition C18H16ClN4O9RuS.

Element x y z (Å)
Ru 0.2016 0.4068 0.7753
Cl 0.9530 7.5886 0.6535
C 1.1536 5.8367 0.6003
C 2.2353 5.2506 1.2392
C 2.3974 3.8795 1.1874
C 1.4961 3.0524 0.4843
O 1.6838 1.7706 0.3889
C 0.3971 3.6881 -0.1486
C -1.1861 1.9918 0.1353
O -1.8005 0.9379 -0.1858
C 0.2248 5.0619 -0.0688
H 2.9352 5.8672 1.7891
H 3.2152 3.3996 1.7090
H -1.3465 2.4795 1.1039
H -0.6386 5.5128 -0.5405
C -0.0786 3.8115 -2.9839
C -0.4410 2.5310 -2.2257
C -1.7771 2.0285 -2.7845
C 0.6466 1.4796 -2.4836
N -0.5808 2.8683 -0.7941
H 0.0354 3.5729 -4.0440
H 0.8558 4.2444 -2.6273
H -0.8665 4.5607 -2.8783
H -1.7183 2.0336 -3.8769
H -2.5884 2.6897 -2.4726
H -2.0064 1.0257 -2.4387
H 0.6595 1.2141 -3.5460
H 0.4535 0.5726 -1.9089
H 1.6291 1.8539 -2.1947
O 0.9719 -3.8251 -0.2257
C 1.2159 -2.6334 -0.0126
O 0.4774 -1.6410 -0.2374
C 2.6376 -2.3662 0.5611
C 3.5210 -3.4427 0.5415
C 4.8175 -3.2742 0.9869
C 5.2970 -2.0765 1.4785
C 4.3859 -1.0412 1.5065
C 3.0781 -1.1406 1.0645
N 4.8713 0.2580 2.0611
O 6.0829 0.3965 2.1729
O 4.0453 1.0990 2.3191
N 5.7540 -4.4252 0.9387
O 6.9020 -4.2390 1.3067
O 5.3301 -5.4897 0.5330
H 3.1595 -4.3882 0.1665
H 6.3086 -1.9530 1.8250
H 2.4145 -0.2751 1.0840
O 0.1192 1.6288 5.0932
S 0.7795 1.3572 3.7942
N -0.0737 1.0014 2.6341

Computed properties:
2S+1: 2
Energy relative to the best compared isomer or geometry (same formula, charge and spin): 41.8 kJ/mol
Net charge: -2

=====

DFT (the ωB97M-V functional and the def2-TZVPD basis) results for a structure of composition C6H14N2.

Element x y z (Å)
C 0.5049 -1.0887 -0.1810
C 0.2762 -2.5699 0.1541
N 1.7774 -0.5792 0.3367
C -0.6319 -0.2427 0.3597
C -1.8609 -0.1611 -0.2976
H 0.5272 -0.9870 -1.2734
H 1.6771 -0.2251 1.2812
H 2.4975 -1.2913 0.3242
H -0.6922 -0.3241 1.4412
H 1.1000 -3.1780 -0.2246
H 0.2204 -2.7114 1.2353
H -0.6468 -2.9377 -0.2947
H -2.7835 -0.0198 0.2450
H -1.9332 -0.2994 -1.3679
C 0.4788 1.9324 -1.0091
C -0.4127 1.7194 0.2072
N -0.0598 2.1316 1.4045
H -0.6272 2.9202 1.7115
H -1.4836 1.9413 -0.1562
H 1.4519 1.4914 -0.8109
H 0.5912 3.0017 -1.1927
H 0.0293 1.4775 -1.8925

Computed properties:
Energy relative to the best compared isomer or geometry (same formula, charge and spin): 392.0 kJ/mol

=====

DFT (the ωB97M-V functional and the def2-TZVPD basis) results for a structure of composition C22H15F9NO6S4.

Element x y z (Å)
F 2.3555 0.2115 -4.9175
C 1.7033 -0.5899 -4.0705
F 0.4154 -0.6536 -4.4700
F 2.2439 -1.8238 -4.1232
S 1.6187 0.0067 -2.2905
C 0.5150 -1.2324 -1.4161
C -0.8009 -0.6308 -1.1444
C -1.1337 0.7516 -1.1042
C -2.1987 1.2103 -1.8838
C -3.0487 0.2741 -2.4555
C -4.1138 0.6969 -3.4651
F -4.3799 -0.2794 -4.3865
F -5.3018 1.0031 -2.8594
F -3.7452 1.8017 -4.1823
C -2.9787 -1.0610 -2.0070
C -1.8651 -1.5228 -1.3435
O 3.0141 0.0484 -1.8077
O 0.8066 1.1892 -2.4101
H 0.5663 -1.9979 -2.2061
H -0.4685 1.4657 -0.6127
H -2.4228 2.2694 -2.0067
H -3.7335 -1.7897 -2.2804
H -1.7771 -2.5915 -1.1027
F -1.3314 -4.5368 0.3018
C -0.0612 -4.3383 -0.1542
F 0.7914 -5.0833 0.6858
F 0.0030 -4.8771 -1.3934
S 0.6666 -2.6940 0.0081
N 0.2437 2.1680 1.1018
S 1.4996 2.5031 2.0503
C 3.0033 1.9421 1.1972
C 4.0214 2.8738 1.0073
C 5.3181 2.4470 0.6600
C 5.5499 1.0865 0.4469
C 4.5004 0.1791 0.5160
C 3.2303 0.5959 0.9476
O 1.5943 3.9394 2.1499
O 1.6269 1.6975 3.2519
S -1.2255 2.1350 1.8702
C -1.7225 0.5772 2.6807
C -2.4317 -0.3918 1.9166
C -2.8440 -1.6009 2.4913
C -2.6336 -1.8388 3.8565
C -1.9868 -0.8689 4.6334
C -1.5086 0.3254 4.0572
O -1.1642 3.1236 2.9618
O -2.1616 2.3288 0.8225
H 3.7972 3.9277 1.1638
H 6.0818 3.1949 0.4956
H 6.5584 0.7326 0.1737
H 4.6625 -0.8610 0.2465
H 2.4114 -0.1223 1.0113
H -2.6468 -0.1786 0.8709
H -3.3207 -2.3824 1.8589
H -2.9875 -2.7565 4.3039
H -1.8553 -1.0550 5.7153
H -0.9492 1.0525 4.6387

Computed properties:
Energy relative to the best compared isomer or geometry (same formula, charge and spin): 41.7 kJ/mol
Net charge: -1

=====

DFT (the ωB97M-V functional and the def2-TZVPD basis) results for a cluster of 3 separate species, C43H83BrN3O4 in total.

Element x y z (Å)
C 2.1178 -5.0956 1.2357
C 2.3727 -3.6621 0.7276
C 3.2139 -2.8474 1.7147
C 3.7833 -1.5844 1.0867
C 2.7030 -0.5767 0.7153
C 2.0781 0.1057 1.9242
C 1.0671 1.1735 1.4897
C -0.3001 0.5357 1.1852
C -0.5874 0.4027 -0.3251
C -1.3620 -0.8727 -0.6221
C -1.2305 -1.4050 -2.0538
C 0.2206 -1.5319 -2.5398
C 0.6209 -2.9699 -2.9528
C 0.7140 -3.0798 -4.4727
C 1.1783 -4.4398 -5.0251
C -0.0255 -5.4162 -4.8810
C 0.3105 -6.8016 -4.4159
O 0.0592 -7.2783 -3.3090
Br 1.2270 -7.9824 -5.7355
C 2.4604 -4.9415 -4.3625
C 3.7276 -4.0943 -4.6151
C 4.0530 -3.1689 -3.4483
C 4.9181 -5.0627 -4.7089
N 3.6660 -3.2995 -5.8650
O 3.5202 -2.0374 -5.7084
C 2.8694 -3.8831 -6.9610
C 2.7803 -2.8098 -8.0629
C 3.5582 -5.0955 -7.6024
C 1.4369 -4.2636 -6.5456
H 2.4277 -5.8116 0.4858
H 1.0712 -5.2560 1.4578
H 2.6796 -5.2508 2.1464
H 1.4324 -3.1421 0.5846
H 2.8859 -3.6647 -0.2316
H 2.5690 -2.6018 2.5534
H 4.0249 -3.4540 2.1059
H 4.4505 -1.0969 1.7959
H 4.3822 -1.8494 0.2201
H 1.9154 -1.0588 0.1435
H 3.1094 0.2025 0.0765
H 1.5406 -0.6091 2.5390
H 2.8627 0.5276 2.5479
H 0.9470 1.8678 2.3120
H 1.4521 1.6843 0.6145
H -0.2887 -0.4671 1.6027
H -1.0911 1.0705 1.6964
H 0.3631 0.4499 -0.8419
H -1.1644 1.2715 -0.6283
H -2.4116 -0.6597 -0.4316
H -1.0867 -1.6774 0.0538
H -1.8302 -0.7898 -2.7163
H -1.6828 -2.3920 -2.0945
H 0.9361 -1.2015 -1.7990
H 0.3317 -0.9045 -3.4155
H -0.1511 -3.6564 -2.6162
H 1.5463 -3.2307 -2.4601
H -0.3045 -2.9546 -4.8408
H 1.2876 -2.2609 -4.8940
H -0.5512 -5.4826 -5.8254
H -0.7033 -5.0226 -4.1376
H 2.3043 -4.9485 -3.2881
H 2.6827 -5.9648 -4.6321
H 4.9445 -2.6067 -3.6869
H 4.3068 -3.7992 -2.6046
H 3.2404 -2.5028 -3.2097
H 5.0416 -5.5353 -3.7404
H 5.8291 -4.5222 -4.9344
H 4.7387 -5.8663 -5.4080
H 2.4862 -3.2799 -8.9941
H 3.7242 -2.3042 -8.2093
H 2.0054 -2.0958 -7.8277
H 3.0330 -5.2918 -8.5249
H 4.5985 -4.8807 -7.8077
H 3.4365 -5.9792 -6.9849
H 0.7196 -3.5763 -6.9794
H 1.2313 -5.2266 -7.0046
C -6.2159 2.7226 4.5934
C -5.4306 2.1480 3.3865
C -6.3996 1.7140 2.2862
C -7.1691 0.4366 2.6178
C -6.2114 -0.6859 3.0146
C -5.2561 -0.2843 4.1367
N -4.5674 1.0036 3.8142
O -3.6483 0.7867 2.9324
C -6.0258 -0.1882 5.4674
C -4.2187 -1.3805 4.3494
C -4.5673 3.2949 2.8766
H -7.2398 2.3547 4.6508
H -5.7169 2.4987 5.5353
H -6.2827 3.8078 4.5298
H -5.8416 1.5538 1.3581
H -7.1000 2.5284 2.0886
H -7.8945 0.6188 3.4153
H -7.7510 0.1276 1.7474
H -6.7779 -1.5664 3.3237
H -5.6341 -0.9823 2.1334
H -5.3799 0.1832 6.2637
H -6.3758 -1.1784 5.7588
H -6.9097 0.4426 5.4220
H -3.6639 -1.6077 3.4410
H -4.7188 -2.2950 4.6665
H -3.5054 -1.0980 5.1250
H -3.8634 3.6295 3.6403
H -5.2062 4.1383 2.6172
H -4.0040 3.0336 1.9818
C -1.0804 7.1834 2.5824
C -0.1856 5.9436 2.8397
C 0.1359 5.8260 4.3295
C 1.1382 6.8689 4.8224
C 2.3995 6.8601 3.9589
C 2.1014 7.0113 2.4683
N 1.0688 6.0230 2.0305
O 1.6050 4.8520 1.9301
C 1.6548 8.4549 2.1705
C 3.3785 6.8104 1.6613
C -1.0151 4.7406 2.4040
H -0.9817 7.9487 3.3519
H -0.8628 7.6372 1.6165
H -2.1326 6.9025 2.5614
H 0.5417 4.8297 4.5321
H -0.7921 5.9030 4.9004
H 0.6874 7.8651 4.8286
H 1.4053 6.6538 5.8588
H 3.0714 7.6611 4.2735
H 2.9350 5.9212 4.1299
H 1.3516 8.5604 1.1282
H 2.4865 9.1376 2.3448
H 0.8408 8.8043 2.8003
H 3.8460 5.8477 1.8590
H 4.0979 7.5853 1.9239
H 3.1793 6.8814 0.5911
H -1.2570 4.7944 1.3407
H -1.9491 4.7283 2.9619
H -0.5168 3.7911 2.5924

Computed properties:
2S+1: 4

=====

DFT (the ωB97M-V functional and the def2-TZVPD basis) results for the ion C8H9N4 with charge +1.

Element x y z (Å)
N 0.6694 2.2645 -0.3398
N 1.0581 0.9140 -0.0507
C 2.3841 0.7350 -0.0094
C 2.9491 -0.4954 0.1817
C 2.1142 -1.6461 0.4107
C 0.7768 -1.4405 0.2474
C 0.2666 -0.1731 0.0942
N -1.1299 -0.0455 0.0459
C -1.9088 -0.5972 -0.9419
C -3.1947 -0.5167 -0.5302
C -3.1357 0.2119 0.7340
N -1.8828 0.4838 1.0055
H -0.2544 2.4573 -0.0416
H 1.3873 2.9219 -0.1175
H 2.8436 1.6932 -0.1550
H 3.9701 -0.4414 0.2333
H 2.3917 -2.6926 0.5625
H 0.1261 -2.2026 0.2746
H -1.3518 -1.0047 -1.8581
H -4.0382 -0.8085 -0.9601
H -4.0409 0.3825 1.2146

Computed properties:
Energy relative to the best compared isomer or geometry (same formula, charge and spin): 259.8 kJ/mol
Net charge: +1

=====

| no. | total energy (eV) |
| --- | --- |
| 1 | -10471.60492 |
| 2 | -78767.83072 |
| 3 | -164900.11416 |
| 4 | -69248.47669 |
| 5 | -9425.42208 |
| 6 | -104627.83921 |
| 7 | -128635.37356 |
| 8 | -14392.98432 |